Below is a molecular structure, C4H5CaO5 in a non-equilibrium geometry, with properties calculated with ωB97M-V with the def2-TZVPD basis set.

Element x y z (Å)
O 0.89987 1.22607 -0.04986
O 0.46533 -1.34785 -1.41269
C -0.40305 -1.68890 -0.63196
C -0.49848 -1.27720 0.80538
O 0.60730 -0.60797 1.32035
C 0.60345 0.80428 1.23329
Ca 2.05960 0.15632 -1.53025
H -1.24652 -2.30936 -0.99152
H -0.66844 -2.19915 1.38572
H -1.43214 -0.68594 0.89461
H 1.38457 1.13296 1.93495
H -0.38595 1.19815 1.52786
O 0.28308 1.53116 -2.31009
C -0.30664 1.85777 -1.29456
O -1.36197 2.20964 -0.88122

The gap between HOMO and LUMO (alpha / beta) is 0.10118 / 0.26667 Eh. The value obtained for the HOMO energy (alpha / beta) is -4.034 / -8.614 eV. The value obtained for the energy relative to the best compared isomer or geometry (same formula, charge and spin) is 28.70 kcal per mole. Its spin multiplicity is 2. For the largest force on an atom, the calculation gives 0.1425 Eh/bohr.